(1)
21
Properties=species:S:1:pos:R:3:forces:R:3:nbo_charge:R:1 method="wB97M-V/def2-TZVPD" smiles=CC(C)CCCO relative_energy_kcal_mol=17.5 e_homo_ev=-10.0
C 2.417 -0.509 -0.515 -0.039 -0.232 -1.226 -0.61
C 0.960 -0.909 -0.776 -0.166 0.250 1.706 -0.21
C 0.773 -2.410 -0.604 -0.654 -0.435 -0.510 -0.61
C 0.083 -0.174 0.293 -0.739 -0.073 -1.399 -0.40
C -0.561 1.064 -0.331 0.072 0.752 -1.072 -0.43
C -1.398 1.912 0.609 1.552 -0.536 1.561 -0.06
O -2.462 1.206 1.229 -0.649 0.154 -0.486 -0.72
H 3.037 -0.690 -1.400 -0.018 -0.189 0.084 0.21
H 2.822 -1.123 0.291 0.020 0.372 0.204 0.21
H 2.494 0.561 -0.346 0.096 0.072 0.433 0.21
H 0.595 -0.569 -1.741 0.254 -0.122 -0.278 0.20
H 1.557 -2.986 -1.097 0.125 -0.044 0.185 0.21
H -0.172 -2.757 -1.042 0.082 0.221 -0.131 0.21
H 0.661 -2.699 0.445 0.556 0.107 0.015 0.21
H 0.684 0.097 1.161 -0.145 -0.123 0.157 0.21
H -0.738 -0.851 0.554 0.191 -0.080 0.427 0.18
H 0.228 1.671 -0.804 0.054 0.229 0.563 0.21
H -1.146 0.843 -1.239 -0.184 -0.602 0.407 0.20
H -0.717 2.200 1.433 -0.003 0.178 -0.193 0.14
H -1.731 2.854 0.196 -0.552 -0.096 -0.384 0.19
H -2.212 0.288 1.377 0.147 0.196 -0.063 0.47

(2)
21
Properties=species:S:1:pos:R:3:forces:R:3:nbo_charge:R:1 method="wB97M-V/def2-TZVPD" smiles="C=CCCCC.O" relative_energy_kcal_mol=52.8 e_homo_ev=-9.7
C 1.698 -1.733 -0.987 0.406 -0.587 2.819 -0.37
C 0.891 -1.634 0.060 -0.840 -0.638 0.106 -0.17
C -0.553 -1.192 0.033 -1.907 -0.762 -1.240 -0.47
C -0.814 0.314 0.128 -1.359 1.769 2.080 -0.41
C -0.922 0.796 1.631 1.460 -1.005 0.570 -0.38
C -2.207 0.367 2.337 0.963 1.691 1.415 -0.62
H 1.460 -1.573 -1.956 -1.213 1.059 -2.875 0.19
H 2.685 -2.105 -0.886 0.863 -0.401 0.417 0.19
H 1.148 -2.091 1.023 0.557 0.589 -0.289 0.20
H -1.134 -1.571 -0.850 1.115 0.391 -0.070 0.22
H -1.133 -1.807 0.757 0.525 0.900 0.382 0.21
H -0.083 0.922 -0.341 1.321 0.048 -0.494 0.21
H -1.718 0.779 -0.310 -0.156 -1.253 -0.335 0.20
H -0.797 1.927 1.860 0.234 -1.928 -0.790 0.21
H -0.092 0.156 2.137 -0.971 1.634 -0.437 0.19
H -3.070 0.978 2.110 0.003 0.757 0.252 0.20
H -1.954 0.335 3.428 -0.751 0.371 -0.715 0.21
H -2.580 -0.566 2.122 -0.248 -2.630 -0.800 0.20
O 3.117 2.378 -4.475 -0.348 1.041 2.073 -0.94
H 3.781 2.587 -3.757 -0.941 -0.413 -1.257 0.47
H 2.276 2.732 -4.067 1.286 -0.634 -0.813 0.47

(3)
21
Properties=species:S:1:pos:R:3:forces:R:3:nbo_charge:R:1 method="wB97M-V/def2-TZVPD" relative_energy_kcal_mol=154.9 e_homo_ev=-7.5
C 1.835 -0.368 -0.546 0.089 0.228 2.208 0.34
O 3.006 -0.090 -0.727 0.133 0.029 -0.535 -0.58
C 0.801 0.521 -0.077 0.098 -1.507 0.294 -0.51
C -0.520 0.016 0.207 -0.620 2.622 -0.853 0.16
C -0.928 -0.376 1.604 0.518 0.175 0.085 -0.66
C -1.724 0.569 -0.607 -0.022 0.504 1.737 -0.46
C -2.986 -0.311 -0.580 -0.025 1.074 -0.085 -0.61
H 1.090 1.559 0.045 -0.642 0.317 -1.144 0.26
H 1.484 -1.423 -0.641 0.057 -0.010 -0.597 0.09
H 5.799 1.351 3.077 0.277 -0.364 0.287 0.00
H -0.374 -1.986 -0.483 0.130 0.380 0.053 0.17
H 5.428 1.848 2.698 -0.278 0.362 -0.289 0.00
H -0.415 -1.176 -0.379 0.063 -1.864 -0.744 0.00
H -1.267 0.578 2.036 -0.004 -0.118 -0.112 0.24
H -1.758 -1.066 1.680 0.031 -0.351 -0.006 0.22
H -0.054 -0.632 2.201 -0.121 -0.446 -0.083 0.24
H -1.900 1.452 0.015 -0.561 0.353 -0.049 0.23
H -1.570 1.005 -1.587 0.843 -0.565 -0.231 0.23
H -2.787 -1.344 -0.851 -0.030 -0.114 0.136 0.21
H -3.496 -0.205 0.378 0.097 -0.495 0.037 0.21
H -3.683 0.113 -1.304 -0.034 -0.209 -0.108 0.22

(4)
21
Properties=species:S:1:pos:R:3:forces:R:3:nbo_charge:R:1 method="wB97M-V/def2-TZVPD" relative_energy_kcal_mol=88.3 e_homo_ev=-8.8
C -0.335 -2.143 -0.681 0.403 0.563 0.218 -0.61
C 0.033 -1.560 0.704 -1.875 0.097 -0.592 -0.43
C 1.094 -0.460 0.736 -0.125 -0.167 -0.310 -0.44
C 0.616 0.874 0.168 2.548 -0.495 -0.309 0.13
C 0.160 1.887 0.937 2.697 -0.109 1.064 -0.44
C 0.859 1.140 -1.286 -0.286 0.212 -0.830 -0.68
H -0.648 -1.294 -1.289 -0.233 -0.281 -0.201 0.23
H -1.183 -2.806 -0.531 -0.129 0.015 -0.189 0.22
H 0.436 -2.698 -1.222 0.226 0.039 0.301 0.19
H -0.906 -1.025 0.943 0.289 -0.394 0.257 0.26
H 0.073 -2.377 1.423 0.891 0.225 0.227 0.21
H 1.454 -0.285 1.750 -0.061 -0.072 0.029 0.22
H 1.952 -0.734 0.104 -0.056 0.028 0.248 0.22
H 0.423 2.901 0.650 -1.244 0.085 -0.518 0.24
H 0.217 1.711 2.008 -0.735 -0.038 -0.041 0.22
H -0.102 1.464 -1.707 0.354 0.296 -0.057 0.27
H 1.644 1.900 -1.417 -0.362 -0.042 0.074 0.23
H 1.141 0.290 -1.909 0.071 -0.227 0.522 0.23
H -0.792 1.081 0.208 -4.434 -1.044 -0.643 0.44
H -2.693 1.036 -0.284 0.044 0.078 0.005 0.45
O -1.967 0.405 -0.276 2.018 1.230 0.745 -1.15

(5)
22
Properties=species:S:1:pos:R:3:forces:R:3:nbo_charge:R:1 method="wB97M-V/def2-TZVPD" smiles="C=C(C)CCCO.O" relative_energy_kcal_mol=63.5 e_homo_ev=-9.2
C -2.012 -0.320 0.446 -1.267 2.058 0.756 -0.41
C -1.145 0.534 0.958 1.061 1.011 -0.487 0.02
C -1.491 1.800 1.604 -0.967 3.201 1.449 -0.67
C 0.361 0.372 0.962 -0.373 -0.521 -2.246 -0.45
C 1.114 0.874 -0.326 0.526 -0.134 -1.870 -0.42
C 0.751 0.227 -1.744 2.795 2.631 -0.583 -0.08
O 1.867 -0.546 -2.197 -0.524 -0.810 0.217 -0.74
H -1.749 -1.216 0.059 1.179 -2.703 -1.152 0.19
H -3.079 -0.133 0.377 0.098 0.319 0.305 0.19
H -1.503 1.690 2.682 0.831 -0.419 0.581 0.22
H -0.887 2.762 1.454 -0.104 -1.745 -0.302 0.22
H -2.493 2.220 1.587 -0.688 -0.509 -1.127 0.22
H 0.836 1.051 1.589 0.284 0.842 2.242 0.21
H 0.543 -0.643 1.278 0.755 -0.400 -0.341 0.22
H 1.087 2.016 -0.454 -0.421 -1.561 0.562 0.21
H 2.240 0.661 -0.236 -1.637 0.186 0.104 0.23
H 0.723 0.953 -2.605 -0.191 0.212 1.338 0.17
H -0.173 -0.239 -1.849 -1.610 -1.378 0.505 0.17
H 1.744 -1.423 -1.824 0.240 -0.370 0.098 0.48
O 1.104 -3.150 -0.621 -3.388 0.701 -2.180 -0.94
H 1.712 -3.666 -0.189 2.574 -1.797 1.773 0.47
H 0.450 -3.824 -0.949 0.827 1.188 0.357 0.48

(6)
22
Properties=species:S:1:pos:R:3:forces:R:3:lowdin_spin:R:1 method="wB97M-V/def2-TZVPD" relative_energy_kcal_mol=53.2 spin_multiplicity=2 total_charge=+1 e_homo_ev="-14.6 / -14.3"
C 1.467 -0.819 -0.988 -2.136 0.439 -2.551 0.04
C 1.638 -1.675 -2.015 0.044 -1.388 1.459 0.11
C 1.165 -1.192 0.436 -0.330 0.431 -0.339 0.04
C -0.316 -1.117 0.576 0.823 -0.898 -1.570 0.31
C -0.913 -0.370 1.554 -1.326 1.568 1.297 0.34
C -2.386 -0.141 1.696 1.751 -1.756 -1.517 0.06
H 1.018 0.124 -1.421 1.038 -0.391 1.259 0.00
H 1.582 -1.396 -3.036 0.178 0.607 -0.670 0.01
H 1.749 -2.759 -1.869 0.248 0.454 0.122 0.00
H 1.604 -0.437 1.079 0.279 -0.371 0.697 0.00
H 1.529 -2.199 0.648 0.187 -0.031 0.153 0.02
H -0.947 -1.609 -0.184 0.362 0.098 0.442 0.00
H -0.278 0.119 2.281 0.249 -0.018 0.115 0.01
H -2.599 0.839 1.257 -0.239 0.255 0.615 0.03
H -2.650 -0.351 2.728 -0.503 0.568 0.029 0.01
H -2.793 -0.858 0.972 -0.719 0.169 0.482 0.00
H -2.432 2.374 -0.555 -0.181 0.226 -0.147 0.00
H -1.869 1.913 -1.882 -0.186 0.065 -0.159 0.00
O -2.678 1.898 -1.357 0.427 -0.230 0.331 0.00
H 2.029 2.922 0.140 -0.496 -0.711 0.015 0.00
H 1.921 1.289 0.346 -0.647 0.659 -0.325 0.00
O 2.456 2.079 0.334 1.176 0.254 0.261 0.00

(7)
23
Properties=species:S:1:pos:R:3:forces:R:3:nbo_charge:R:1 method="wB97M-V/def2-TZVPD" smiles="CC=[P@]([O-])(O)[C@H](C)CC" relative_energy_kcal_mol=42.7 total_charge=-1 e_homo_ev=-2.4
C 3.477 -0.937 -0.221 2.041 -2.397 1.330 -0.66
C 2.807 -0.015 0.788 -2.479 -0.151 -1.375 -0.80
P 1.037 0.645 -0.065 2.234 0.355 1.471 1.87
O 1.139 1.114 -1.517 -0.367 -0.772 1.391 -1.16
O 0.974 1.979 0.938 -2.002 -1.654 0.780 -1.01
C -0.745 0.089 0.369 1.049 -0.236 -2.611 -0.56
C -0.808 -1.367 -0.103 -1.265 -0.438 -1.276 -0.64
C -1.832 0.936 -0.283 -0.301 1.882 0.621 -0.39
C -3.258 0.501 0.098 0.304 0.396 1.301 -0.61
H 3.311 -2.085 -0.155 0.308 1.342 0.350 0.13
H 4.608 -0.826 -0.451 -1.265 0.075 1.149 0.16
H 3.135 -0.758 -1.160 -1.367 0.861 -2.934 0.21
H 2.481 -0.591 1.690 0.142 0.426 -0.342 0.15
H 1.424 2.520 0.350 1.694 2.516 -1.266 0.47
H -0.926 0.262 1.369 0.332 -0.458 2.681 0.21
H -1.704 -1.941 0.025 -1.462 0.289 0.665 0.19
H -0.693 -1.617 -1.179 0.487 1.232 0.155 0.21
H -0.164 -2.051 0.344 1.921 -0.575 1.175 0.22
H -1.856 2.087 -0.104 0.939 -1.930 0.066 0.20
H -1.612 0.852 -1.312 -0.388 -0.097 -1.544 0.21
H -3.836 0.613 -0.794 -0.973 0.112 -0.298 0.20
H -3.283 -0.550 0.409 -0.147 0.205 -0.069 0.20
H -3.678 1.138 0.965 0.567 -0.984 -1.419 0.19

(8)
23
Properties=species:S:1:pos:R:3:forces:R:3:nbo_charge:R:1 method="wB97M-V/def2-TZVPD" smiles="CC(C)=C/C=C/O.O.O" relative_energy_kcal_mol=29.3 e_homo_ev=-7.9
C -1.470 -2.278 1.293 -0.200 -0.016 -0.032 -0.63
C -0.212 -1.527 0.973 -0.162 0.153 -0.021 0.02
C 0.919 -1.775 1.923 0.166 -0.119 0.069 -0.65
C -0.154 -0.720 -0.094 -0.023 -0.201 0.058 -0.23
C 0.990 0.076 -0.517 -0.164 -0.217 -0.017 -0.35
C 1.051 0.661 -1.709 0.390 -0.007 0.053 0.15
O 2.124 1.460 -2.003 0.155 0.162 0.037 -0.70
H -1.307 -3.358 1.271 0.073 -0.057 0.035 0.21
H -1.837 -2.036 2.294 0.066 0.001 0.022 0.21
H -2.271 -2.054 0.588 0.052 0.037 -0.032 0.22
H 1.204 -2.832 1.898 -0.033 0.003 -0.019 0.22
H 0.628 -1.568 2.956 -0.054 0.050 -0.039 0.21
H 1.815 -1.201 1.700 -0.003 0.055 -0.020 0.21
H -1.042 -0.654 -0.719 0.049 0.040 -0.022 0.21
H 1.813 0.213 0.174 0.087 0.056 -0.094 0.21
H 0.294 0.573 -2.475 -0.153 0.009 0.051 0.20
H 2.089 1.785 -2.906 -0.179 -0.078 -0.033 0.49
O -1.632 2.144 -2.049 -0.109 0.186 0.102 -0.99
H -1.160 2.437 -1.244 -0.152 -0.052 -0.182 0.50
H -2.406 2.718 -2.112 0.191 -0.141 0.010 0.47
O -0.094 2.907 0.186 -0.055 0.208 0.181 -0.95
H -0.121 2.156 0.794 0.074 0.038 -0.172 0.49
H 0.779 2.874 -0.223 -0.015 -0.110 0.064 0.49

(9)
24
Properties=species:S:1:pos:R:3:forces:R:3:lowdin_spin:R:1 method="wB97M-V/def2-TZVPD" relative_energy_kcal_mol=136.9 spin_multiplicity=7 total_charge=+2 e_homo_ev="-14.2 / -14.2"
H 0.686 3.359 1.524 -0.353 -0.422 -0.104 0.00
C 0.993 2.315 1.653 0.994 -0.140 -1.485 0.00
H 1.475 2.113 2.612 -0.692 -0.314 0.259 0.00
H 1.660 1.938 0.874 -0.367 0.268 0.019 0.00
H -0.346 1.810 2.374 -1.114 -2.226 -2.416 0.00
C 0.588 -3.899 -0.806 0.296 -0.727 -0.581 0.00
O 0.191 -2.619 -0.338 0.303 -1.143 -1.328 -0.02
C 0.439 -1.497 -1.217 0.737 0.614 -0.917 0.00
C 0.122 -0.217 -0.471 0.610 -1.353 -0.688 -0.02
O -0.858 0.459 -1.250 -0.579 0.227 -0.151 0.00
C -1.049 1.788 -0.864 -0.136 -0.163 0.132 0.00
C -1.488 1.827 0.586 -0.166 1.717 -0.737 0.00
O -0.372 1.219 1.346 1.171 3.037 5.772 0.00
H 0.341 -4.628 -0.028 0.039 0.029 -0.175 0.00
H 0.032 -4.132 -1.724 0.271 -0.037 0.243 0.00
H 1.673 -3.898 -0.980 -0.331 -0.079 -0.073 0.00
H -0.167 -1.642 -2.124 0.156 0.143 0.235 0.00
H 1.512 -1.536 -1.454 -0.271 -0.202 -0.157 0.00
H 1.074 0.341 -0.479 -0.329 0.237 -0.002 0.00
H -1.868 2.212 -1.459 0.407 0.004 -0.064 0.00
H -0.107 2.346 -1.003 -0.323 0.168 -0.043 0.00
H -2.470 1.370 0.722 0.532 -0.895 0.427 0.00
H -1.626 2.829 1.004 0.111 0.083 -0.478 0.00
Sm -0.437 -1.857 1.503 -0.965 1.175 2.310 6.04

(10)
27
Properties=species:S:1:pos:R:3:forces:R:3:nbo_charge:R:1 method="wB97M-V/def2-TZVPD" e_homo_ev="-9.6 / -9.5"
C -3.483 0.498 -0.787 4.537 -2.177 1.099 -0.87
C -1.665 -0.005 0.918 1.184 -1.449 -2.950 -0.88
C 1.526 1.409 1.081 0.267 2.684 0.058 -1.14
C 3.459 -1.015 0.581 -1.771 -1.642 -1.357 -1.08
C 1.569 0.005 -1.896 3.753 1.774 1.502 -1.07
C 0.466 -1.397 0.480 -1.573 2.609 -0.257 -0.44
O -0.978 1.356 -1.285 -1.356 -0.038 1.049 -0.93
O -2.333 2.565 0.457 0.478 -1.533 -0.694 -0.91
O -2.463 -1.943 -0.736 1.797 -1.475 -2.032 -0.94
O -3.971 -1.488 1.034 0.574 1.029 0.402 -0.92
Si 1.849 -0.142 0.001 -0.535 0.048 0.032 1.53
S -1.988 1.314 -0.227 1.131 2.563 0.022 2.11
S -2.924 -0.981 0.172 -3.021 0.170 1.569 2.15
H -4.250 0.969 -0.387 -3.709 2.005 2.148 0.25
H -3.567 0.381 -1.803 0.056 -0.523 -2.411 0.26
H -1.492 0.086 1.939 -0.160 0.416 1.572 0.26
H 0.543 1.987 0.769 1.989 -1.280 0.790 0.26
H 1.587 1.278 2.187 -0.785 -0.699 -0.649 0.25
H 2.360 2.243 1.109 -1.270 -1.537 -1.023 0.26
H 3.924 -1.459 -0.339 0.079 0.645 0.951 0.25
H 4.036 -0.299 1.115 0.877 0.269 0.354 0.24
H 3.162 -1.901 1.210 0.471 1.018 -0.312 0.24
H 1.140 -0.844 -2.265 -0.825 -2.559 -1.004 0.23
H 0.894 0.766 -2.092 -1.255 1.525 -0.158 0.27
H 2.507 0.293 -2.469 -0.933 -0.655 0.699 0.23
H -0.162 -1.909 -0.202 -0.241 -0.601 -1.096 0.21
H 0.253 -1.767 1.433 0.240 -0.587 1.696 0.18

(11)
21
Properties=species:S:1:pos:R:3:forces:R:3:nbo_charge:R:1 method="wB97M-V/def2-TZVPD" relative_energy_kcal_mol=59.4 e_homo_ev="-6.5 / -6.5"
C 2.422 -0.575 0.542 -0.620 -0.281 -0.254 -0.55
C -0.827 -0.771 -0.544 0.676 -0.646 0.124 -0.39
C -0.856 0.170 -1.710 0.099 -0.141 0.161 -0.64
C -2.881 0.296 0.528 0.183 -0.132 0.086 -0.60
C 2.743 0.932 0.660 -0.715 -1.051 -0.530 -0.64
C -1.503 -0.326 0.731 0.048 -0.248 -0.127 -0.43
S 0.585 -1.668 -0.262 0.027 2.038 0.362 0.52
H 3.155 -1.092 -0.067 0.203 -0.160 0.004 0.18
H 2.352 -1.032 1.522 0.130 -0.144 0.119 0.18
H -0.483 1.166 -1.447 0.066 0.192 -0.030 0.19
H -1.879 0.283 -2.067 -0.037 0.070 -0.078 0.22
H -0.252 -0.211 -2.534 -0.037 0.051 -0.098 0.20
H -3.539 -0.379 -0.012 -0.114 -0.073 -0.089 0.21
H -2.806 1.229 -0.026 -0.056 0.084 -0.082 0.20
H -3.328 0.516 1.495 -0.090 0.047 0.038 0.21
H 3.727 1.030 1.117 0.097 0.120 0.065 0.21
H 2.768 1.398 -0.323 0.019 0.152 0.008 0.20
H 2.011 1.441 1.279 -0.031 0.137 0.048 0.21
H -0.871 0.419 1.236 0.037 0.054 0.116 0.18
H -1.581 -1.184 1.404 0.003 0.044 0.119 0.21
H 1.042 -1.641 -1.520 0.114 -0.113 0.036 0.12

| no. | strongest force on any atom (eV/A) | energy (Eh) |
| --- | --- | --- |
| 1 | 2.27 | -312.22707 |
| 2 | 3.29 | -312.17090 |
| 3 | 2.83 | -312.00824 |
| 4 | 4.60 | -312.11425 |
| 5 | 4.09 | -387.40625 |
| 6 | 3.36 | -387.07542 |
| 7 | 3.42 | -728.80673 |
| 8 | 0.39 | -462.70430 |
| 9 | 6.63 | -1119.82863 |
| 10 | 5.15 | -1623.63485 |
| 11 | 2.07 | -635.06033 |